No. 1
C9H22N4O7Sn | wB97M-V/def2-TZVPD

```
43
C9H22N4O7Sn | the Open Molecules 2025 dataset | wB97M-V/def2-TZVPD
O 1.2589 -0.4136 -3.7513
H 0.9672 -1.2950 -3.3142
Sn 0.8980 0.3437 -0.7131
N 0.8435 -0.8342 1.2665
N 0.7913 -1.8036 -1.2350
N -0.6483 1.4350 0.5223
N -0.7343 0.9938 -2.1283
O 0.5041 -0.4888 2.4722
O -0.9305 1.4160 1.8293
O -0.9657 0.7460 -3.3792
O 0.5193 -2.3918 -2.3547
C 1.1241 -2.6491 -0.2219
C 1.0859 -2.1527 1.1023
C -1.5353 2.1349 -0.1949
C -1.6027 1.8857 -1.5878
C 1.0159 -2.9799 2.3313
H -0.0154 -3.0314 2.7103
H 1.6479 -2.5529 3.1173
H 1.3527 -3.9985 2.1304
C 1.1900 -4.0799 -0.5882
H 1.8394 -4.2175 -1.4597
H 0.1878 -4.4510 -0.8440
H 1.5868 -4.6718 0.2419
C -2.5539 2.9174 0.5466
C -2.6648 2.4428 -2.4572
H -2.1328 3.3550 1.4537
H -3.4045 2.2821 0.8274
H -2.9394 3.7199 -0.0858
H -2.6482 1.9313 -3.4225
H -2.4886 3.5139 -2.6166
H -3.6446 2.3200 -1.9826
H -0.2817 0.6173 2.1884
H 0.3422 0.0794 -3.7235
C 2.3096 0.5629 -2.4050
H 2.7835 -0.2287 -1.7702
H 1.8927 1.5982 -2.3184
H 3.1151 0.7290 -3.1231
O 4.1518 2.7728 2.2050
H 3.5866 3.4816 1.8519
H 3.5295 2.1093 2.5426
O -2.0125 -1.2416 -0.0012
H -2.3896 -1.9018 -0.6225
H -2.4577 -1.4263 0.8416
```

Values from the calculation:
* energy relative to the best compared isomer or geometry (same formula, charge and spin): 118.59 kcal per mole
* E: -1315.69690 hartree
* frontier orbital gap (spin up / spin down): 6.147 / 5.247 eV
* M: 417.007 Da

For reference, the natural (NBO) charges in units of e are:
1 O -0.773
2 H 0.509
3 Sn 1.231
4 N -0.141
5 N -0.197
6 N -0.185
7 N -0.153
8 O -0.585
9 O -0.563
10 O -0.600
11 O -0.613
12 C 0.158
13 C 0.118
14 C 0.200
15 C 0.135
16 C -0.656
17 H 0.233
18 H 0.244
19 H 0.209
20 C -0.656
21 H 0.245
22 H 0.240
23 H 0.214
24 C -0.670
25 C -0.679
26 H 0.253
27 H 0.241
28 H 0.220
29 H 0.274
30 H 0.229
31 H 0.227
32 H 0.488
33 H 0.507
34 C -0.559
35 H 0.296
36 H 0.300
37 H 0.247
38 O -0.943
39 H 0.468
40 H 0.476
41 O -0.949
42 H 0.482
43 H 0.480

=====

No. 2
C9H22N4OP | wB97M-V/def2-TZVPD

```
37
C9H22N4OP | the Open Molecules 2025 dataset | wB97M-V/def2-TZVPD
C 0.5722 -2.4661 -0.1536
C 1.0448 -1.6119 -1.3719
N 0.0453 -0.6289 -1.8772
P -0.1036 0.7594 -0.9422
C -1.3750 0.5413 0.3839
C -2.8023 0.4496 -0.3265
C -3.7578 -0.5536 0.3985
N -3.5516 -0.4785 1.8505
C 1.4810 1.4569 -0.3357
C 2.0781 0.7651 0.9470
C 3.6691 0.7138 0.8530
N 4.1902 -0.6063 0.4267
O -0.7615 1.9217 -1.9783
C -1.0738 3.0132 -1.2715
N -1.6356 3.8277 -0.7347
H 1.4028 -3.1711 0.0804
H -0.3515 -3.0460 -0.3603
H 0.3935 -1.8836 0.7729
H 1.2065 -2.3349 -2.2044
H 2.0355 -1.1677 -1.1634
H -0.8583 -1.0922 -2.0107
H -1.3520 1.3594 1.1311
H -1.2459 -0.4234 0.9153
H -3.2302 1.4738 -0.2908
H -2.6777 0.2099 -1.4083
H -4.7975 -0.2415 0.1356
H -3.5558 -1.5740 0.0022
H -4.0402 -1.2216 2.3387
H -3.7997 0.4395 2.2109
H 1.2670 2.5176 -0.0602
H 2.2089 1.5090 -1.1789
H 1.8697 1.4249 1.8195
H 1.7076 -0.2577 1.1413
H 4.1189 0.9025 1.8531
H 4.0171 1.4986 0.1453
H 4.0377 -0.6770 -0.5828
H 3.6240 -1.3479 0.8454
```

Values from the calculation:
* energy relative to the best compared isomer or geometry (same formula, charge and spin): 17.90 kcal per mole
* SMILES: CC[NH+]=P(CCCN)(CCCN)OC#N
* E: -991.46545 hartree
* net charge: +1
* frontier orbital gap: 9.793 eV
* M: 233.276 Da

For reference, the natural (NBO) charges in units of e are:
1 C -0.645
2 C -0.245
3 N -0.928
4 P 2.022
5 C -0.812
6 C -0.411
7 C -0.219
8 N -0.864
9 C -0.798
10 C -0.435
11 C -0.215
12 N -0.797
13 O -0.694
14 C 0.475
15 N -0.291
16 H 0.245
17 H 0.228
18 H 0.203
19 H 0.237
20 H 0.214
21 H 0.423
22 H 0.284
23 H 0.298
24 H 0.235
25 H 0.203
26 H 0.200
27 H 0.196
28 H 0.387
29 H 0.370
30 H 0.294
31 H 0.279
32 H 0.240
33 H 0.214
34 H 0.217
35 H 0.199
36 H 0.341
37 H 0.348

=====

No. 3
C9H22NO9PS | wB97M-V/def2-TZVPD

```
43
C9H22NO9PS | the Open Molecules 2025 dataset | wB97M-V/def2-TZVPD
C 0.8077 1.6080 -0.4424
C 0.5266 2.7110 0.5838
N -0.8225 2.5977 1.1644
C -1.9133 3.1957 0.4632
O -1.5149 3.8824 -0.7653
S -2.8525 4.2001 -1.5865
O -2.6657 3.7435 -2.9173
O -3.2848 5.5254 -1.3214
O -3.8149 3.1980 -0.7888
C -2.9486 2.2421 -0.1072
C -3.6657 1.3252 0.8452
C -4.9279 0.6740 0.2601
O -4.7219 -0.6775 -0.1308
H 1.3839 1.9732 -1.2907
H -0.1312 1.1951 -0.8142
H 1.3410 0.7774 0.0172
H 0.7061 3.7012 0.1600
H 1.2129 2.6030 1.4240
H -0.8277 2.9359 2.1143
H -2.4211 3.9622 1.0612
H -2.4379 1.6920 -0.9079
H -3.8909 1.8564 1.7737
H -2.9535 0.5361 1.0928
H -5.7113 0.6514 1.0142
H -5.2958 1.2561 -0.5890
H -4.0165 -0.7057 -0.7836
C 4.2049 -4.3910 -1.7485
O 3.6800 -3.0806 -1.4956
P 2.9160 -2.7557 -0.1536
O 2.4806 -1.3638 -0.0670
O 3.8791 -3.2360 1.0195
C 5.0954 -2.5023 1.2268
O 1.7886 -3.8598 -0.0937
C 0.6133 -3.6237 0.6993
H 5.1671 -4.2666 -2.2393
H 4.3353 -4.9523 -0.8235
H 3.5233 -4.9262 -2.4067
H 5.0027 -1.4784 0.8647
H 5.9142 -3.0052 0.7127
H 5.2893 -2.4897 2.2960
H -0.1641 -3.1980 0.0683
H 0.8226 -2.9440 1.5236
H 0.2924 -4.5864 1.0878
```

Values from the calculation:
* energy relative to the best compared isomer or geometry (same formula, charge and spin): 0.00 kcal per mole
* SMILES: CCN[C@H]1OS(=O)(=O)O[C@@H]1CCO.COP(=O)(OC)OC
* E: -1827.63833 hartree
* frontier orbital gap: 10.129 eV
* M: 351.314 Da

For reference, the natural (NBO) charges in units of e are:
1 C -0.627
2 C -0.219
3 N -0.646
4 C 0.237
5 O -0.707
6 S 2.552
7 O -0.900
8 O -0.899
9 O -0.704
10 C 0.066
11 C -0.466
12 C -0.063
13 O -0.712
14 H 0.214
15 H 0.197
16 H 0.243
17 H 0.187
18 H 0.198
19 H 0.379
20 H 0.182
21 H 0.192
22 H 0.216
23 H 0.247
24 H 0.188
25 H 0.179
26 H 0.462
27 C -0.252
28 O -0.815
29 P 2.585
30 O -1.105
31 O -0.823
32 C -0.258
33 O -0.823
34 C -0.244
35 H 0.193
36 H 0.191
37 H 0.193
38 H 0.202
39 H 0.181
40 H 0.196
41 H 0.191
42 H 0.194
43 H 0.193

=====

No. 4
C9H22O2P | wB97M-V/def2-TZVPD

```
34
C9H22O2P | the Open Molecules 2025 dataset | wB97M-V/def2-TZVPD
C 1.4000 2.1271 0.6120
C 1.1890 1.3853 -0.7247
C 1.5852 -0.1080 -0.7844
C 2.6415 -0.4857 0.2678
P 0.0177 -1.3082 -0.8825
C 1.0540 -2.8665 -0.3888
C -0.5837 -0.9379 0.9353
C -2.0270 -0.4151 0.9836
C -2.1611 1.1177 0.9577
C -2.8153 1.8010 -0.2163
O -3.0365 2.9920 -0.2467
O -3.2058 1.0059 -1.2227
H 2.3775 2.6240 0.6371
H 0.6503 2.9159 0.7404
H 1.3658 1.4624 1.4772
H 1.7618 1.9349 -1.4844
H 0.1386 1.4922 -1.0262
H 2.0498 -0.2722 -1.7664
H 3.3041 0.3563 0.5168
H 3.2895 -1.2823 -0.1095
H 2.1974 -0.8271 1.2090
H -0.7891 -0.1777 -1.3605
H 0.3413 -1.6370 -2.3010
H -1.2001 -2.1520 -0.9942
H 0.4446 -3.7344 -0.6732
H 1.9923 -2.9284 -0.9534
H 1.2781 -2.9645 0.6817
H 0.0687 -0.2518 1.4896
H -0.5645 -1.8918 1.4787
H -2.4849 -0.7574 1.9198
H -2.6106 -0.8584 0.1675
H -2.7967 1.4587 1.7862
H -1.1916 1.5967 1.1150
H -3.6803 1.5861 -1.8402
```

Values from the calculation:
* E: -847.86897 hartree
* net charge: -1
* frontier orbital gap: 6.505 eV
* M: 193.247 Da

For reference, the natural (NBO) charges in units of e are:
1 C -0.623
2 C -0.417
3 C -0.518
4 C -0.623
5 P 0.863
6 C -0.974
7 C -0.736
8 C -0.416
9 C -0.521
10 C 0.810
11 O -0.649
12 O -0.665
13 H 0.189
14 H 0.199
15 H 0.203
16 H 0.183
17 H 0.207
18 H 0.193
19 H 0.178
20 H 0.203
21 H 0.196
22 H -0.185
23 H -0.203
24 H -0.194
25 H 0.199
26 H 0.189
27 H 0.183
28 H 0.177
29 H 0.193
30 H 0.181
31 H 0.225
32 H 0.222
33 H 0.247
34 H 0.483

=====

No. 5
C9H23AlBrIN3O3 | wB97M-V/def2-TZVPD

```
41
C9H23AlBrIN3O3 | the Open Molecules 2025 dataset | wB97M-V/def2-TZVPD
N -2.1615 -3.0490 -0.2400
C -1.5596 -1.7963 -0.6838
O -0.3685 -2.0645 -1.3403
Al 0.0330 -0.5839 -2.2220
N 1.0429 0.5630 -1.2174
I 1.1600 -0.9727 -4.5018
O -1.6533 -0.1455 -2.5083
C -2.4608 -0.8799 -1.6258
C -3.4913 -1.6629 -2.4465
C -4.3344 -0.7393 -3.3350
C -5.5229 -0.1828 -2.5760
Br -6.8668 0.6176 -3.7577
H -2.5109 -3.5749 -1.0319
H -2.9389 -2.8741 0.3856
H -1.3961 -1.2159 0.2416
H 1.0397 0.3527 -0.2232
H 0.7139 1.5193 -1.3034
H -3.0074 -0.1873 -0.9593
H -2.9512 -2.3825 -3.0702
H -4.1405 -2.2351 -1.7728
H -3.6897 0.0758 -3.6688
H -4.6773 -1.2610 -4.2305
H -6.0581 -0.9546 -2.0274
H -5.2510 0.6180 -1.8933
C 3.5328 2.0760 1.2506
C 2.5913 1.7728 2.4125
C 3.2699 1.7311 3.7853
O 4.0845 0.5972 4.0238
C 5.4012 0.6783 3.5235
N 1.8405 0.5662 2.0893
H 4.1176 1.1943 0.9862
H 2.9535 2.3331 0.3654
H 4.2184 2.8924 1.4892
H 1.8644 2.5916 2.4768
H 2.4941 1.6901 4.5539
H 3.8570 2.6480 3.9411
H 5.8070 1.6900 3.6426
H 5.4661 0.4069 2.4676
H 6.0098 -0.0159 4.1023
H 1.0899 0.4050 2.7516
H 2.4528 -0.2413 2.1463
```

Values from the calculation:
* E: -3861.10383 hartree
* net charge: -1
* frontier orbital gap: 7.731 eV
* M: 455.091 Da

For reference, the natural (NBO) charges in units of e are:
1 N -0.837
2 C 0.232
3 O -0.939
4 Al 1.826
5 N -1.442
6 I -0.567
7 O -0.967
8 C 0.075
9 C -0.421
10 C -0.441
11 C -0.384
12 Br -0.075
13 H 0.349
14 H 0.339
15 H 0.118
16 H 0.386
17 H 0.356
18 H 0.127
19 H 0.218
20 H 0.181
21 H 0.245
22 H 0.204
23 H 0.201
24 H 0.214
25 C -0.618
26 C -0.077
27 C -0.069
28 O -0.549
29 C -0.245
30 N -0.824
31 H 0.205
32 H 0.243
33 H 0.191
34 H 0.182
35 H 0.178
36 H 0.155
37 H 0.160
38 H 0.172
39 H 0.184
40 H 0.353
41 H 0.361